Entry 1:
{"formula": "C3H7NO2S", "method": "ωB97M-V/def2-TZVPD", "elements": ["O", "C", "O", "N", "C", "C", "S", "H", "H", "H", "H", "H", "H", "H"], "positions_angstrom": [[1.62071, -0.99153, 0.65810], [1.69785, 0.20871, 0.50316], [2.60234, 0.92255, 1.24672], [1.18166, 0.91772, -0.55276], [-0.14300, 0.39516, -1.04011], [-1.21104, 0.16911, 0.06139], [-2.60395, -0.86589, -0.45292], [2.78905, 0.28356, 1.94176], [1.11978, 1.89627, -0.27460], [-0.44690, 1.22925, -1.67719], [0.07031, -0.57457, -1.47873], [-0.77584, -0.51474, 0.79673], [-1.44872, 1.13548, 0.50125], [-3.16422, 0.11841, -1.19599]], "forces_ev_per_angstrom": [[-0.8, 0.3, 0.2], [2.2, -0.9, -0.8], [-1.2, 0.1, -0.2], [-1.5, 0.2, 1.5], [0.5, 0.5, 0.7], [1.2, -0.6, -0.1], [-0.2, 1.2, -0.5], [0.5, 0.0, 0.3], [0.2, -0.1, -0.4], [-0.3, -0.8, -0.6], [-0.2, 0.3, -0.7], [0.2, 0.5, 0.2], [-0.5, -0.2, 0.2], [-0.1, -0.5, 0.0]], "e_tot_ev": -19645.193, "molar_mass_g_mol": 121.16, "e_lumo_ev": 0.6, "orbital_gap_ha": 0.36732, "homo_ev": -9.362, "smiles": "O=C(O)NCCS"}

---

Entry 2:
{"formula": "C6H19BrN3O5P2", "method": "ωB97M-V/def2-TZVPD", "elements": ["C", "C", "C", "Br", "N", "C", "C", "O", "C", "N", "P", "N", "O", "P", "O", "O", "O", "H", "H", "H", "H", "H", "H", "H", "H", "H", "H", "H", "H", "H", "H", "H", "H", "H", "H", "H"], "positions_angstrom": [[-1.58140, 2.87036, 1.34054], [-0.85731, 1.98965, 0.21974], [-0.78736, 0.53972, 0.78154], [0.58326, 0.59514, 2.23782], [-0.62665, -0.60759, -0.18676], [0.70519, -1.30010, -0.25473], [1.92102, -0.50241, -0.81294], [1.85704, 0.90246, -0.73000], [3.29371, -1.00485, -0.11081], [4.02392, 0.17224, 0.43951], [-1.72368, -1.99771, 0.46864], [-1.35751, -2.17535, 2.16897], [-3.32823, -1.52447, 0.40475], [-1.21677, -0.35074, -1.84197], [-1.34169, -1.63718, -2.63266], [-0.26321, 0.67534, -2.74092], [-2.74680, 0.33903, -1.84418], [-0.94138, 3.03936, 2.22854], [-1.82876, 3.86758, 0.89698], [-2.55393, 2.37269, 1.58131], [0.12289, 2.48914, 0.06104], [-1.46921, 2.15157, -0.69350], [-1.74289, 0.38149, 1.34829], [0.54822, -2.16619, -0.95735], [0.99065, -1.81291, 0.69979], [2.04732, -0.77274, -1.89596], [2.18199, 1.28540, -1.54859], [3.10495, -1.69690, 0.74279], [3.95853, -1.51136, -0.84435], [4.22617, -0.03211, 1.41450], [4.90186, 0.29725, -0.05367], [-2.04514, -1.61256, 2.67985], [-1.42006, -3.15152, 2.45079], [-3.64813, -1.20735, 1.26709], [-0.19265, 0.24825, -3.61262], [-2.79398, 0.84738, -2.67148]], "forces_ev_per_angstrom": [[-0.2, -0.1, -1.1], [-0.3, 1.6, 1.1], [0.1, 2.1, 0.9], [-0.6, -0.4, -0.9], [-0.1, 1.8, 0.9], [1.3, -1.5, -0.7], [1.8, -0.3, -1.0], [-1.1, -0.4, 0.3], [0.2, 0.7, 0.4], [-0.2, -1.1, 0.0], [-1.8, -4.5, 0.4], [-1.2, 1.8, -1.7], [2.3, 0.6, 0.7], [-2.3, -1.2, -6.0], [0.9, 2.1, 2.6], [-1.1, -0.7, 2.2], [2.9, -0.4, 1.2], [-0.5, -0.3, -0.5], [0.2, -0.8, 0.4], [0.7, 0.5, 0.2], [-0.5, -1.0, -0.1], [0.4, -0.7, 0.5], [0.8, 0.0, -0.7], [0.0, 0.8, 0.5], [-0.8, 1.0, -0.4], [-0.4, 0.1, 0.9], [0.0, 0.0, 0.0], [-0.1, 0.2, -0.8], [-0.8, 0.1, 0.3], [0.2, 0.3, -0.3], [-0.1, 0.0, 0.2], [0.6, -0.3, 0.6], [0.1, 0.1, -0.3], [-0.3, 0.1, -0.3], [0.0, -0.2, 0.1], [-0.1, 0.0, 0.1]], "e_tot_ev": -109852.229, "molar_mass_g_mol": 355.09, "e_lumo_ev": -3.0, "orbital_gap_ha": 0.33952, "charge": 1, "homo_ev": -12.243}

---

Entry 3:
{"formula": "C3H35NO13", "method": "ωB97M-V/def2-TZVPD", "elements": ["C", "C", "C", "N", "H", "H", "H", "H", "H", "H", "H", "H", "H", "H", "H", "O", "H", "H", "O", "H", "H", "O", "H", "H", "O", "H", "H", "O", "H", "H", "O", "H", "H", "O", "H", "H", "O", "H", "H", "O", "H", "H", "O", "H", "H", "O", "H", "H", "O", "H", "H", "O"], "positions_angstrom": [[-0.75138, -0.92893, -0.54266], [-0.99259, 0.52249, -0.23899], [-2.25828, 0.79433, 0.54199], [0.44726, -1.18411, -1.38035], [-1.70995, -1.35664, -0.93134], [-0.53244, -1.46141, 0.44416], [-1.18482, 1.10580, -1.16688], [-0.03926, 0.91022, 0.12095], [-2.05664, 1.62054, 1.26227], [-2.66474, 0.04804, 1.26022], [-3.02842, 1.14262, -0.13487], [0.34952, -0.80169, -2.32580], [0.56549, -2.19551, -1.45172], [4.21450, 0.31639, 1.83834], [3.66393, 0.34864, 0.43450], [3.39294, 0.24198, 1.28937], [0.37556, -4.65722, 0.43148], [0.68704, -3.14228, 0.56779], [0.21976, -3.80148, 0.06816], [1.68817, 1.52661, 0.08092], [1.04440, 1.25637, -1.26894], [1.72741, 1.84507, -0.88084], [3.11596, -0.15108, -1.80498], [4.49213, 0.18770, -1.97674], [3.90296, -0.27365, -1.37420], [1.59389, 3.78828, 1.84331], [1.84925, 2.36311, 2.24725], [1.38749, 2.92115, 1.59288], [0.47640, 0.93768, 3.12356], [1.78277, 0.34515, 3.36676], [1.33204, 1.16195, 3.49267], [-0.85440, 3.98715, 0.22730], [0.05870, 3.33878, -0.64282], [-0.81130, 3.69558, -0.80550], [-1.65843, -3.40429, -0.77039], [-2.64656, -3.31094, -1.89055], [-2.62050, -3.54080, -1.02669], [-3.72511, -1.75766, 1.83029], [-2.69281, -2.50429, 1.07429], [-2.84751, -2.15507, 1.94388], [-1.05065, -0.26912, 1.98749], [-1.57353, -1.19710, 2.98164], [-0.95012, -0.45958, 2.97751], [-1.08992, 2.76685, -2.67015], [0.12820, 1.96033, -2.28377], [-0.59345, 2.06649, -2.90547], [-2.51116, 0.39089, -4.11369], [-0.99827, 0.77676, -3.98644], [-1.62190, 0.18102, -4.38873], [2.12465, -1.84269, 0.95942], [1.47875, -0.57696, 1.51534], [1.36498, -1.57546, 1.45877]], "forces_ev_per_angstrom": [[-0.3, -1.4, 0.7], [0.1, 0.1, -1.5], [-0.2, 1.1, 2.1], [-0.5, 0.4, 0.0], [0.8, 0.3, 0.0], [-0.5, 0.7, -1.4], [0.4, -0.8, 0.6], [-0.6, 0.2, 1.0], [-0.2, -0.1, -0.7], [0.3, 0.0, -1.1], [-0.3, -0.1, 0.1], [-0.3, -0.4, 0.3], [0.1, 0.4, -0.2], [-1.2, -0.1, -0.7], [1.2, 0.3, -4.1], [0.1, -0.1, 4.8], [0.3, -0.8, 0.5], [0.3, 0.5, 0.8], [-0.8, 0.2, -1.3], [0.4, 1.2, -1.8], [1.1, -0.1, 0.5], [-0.8, -1.2, 1.0], [-3.7, 0.3, -1.3], [0.5, 0.0, 0.2], [3.2, -0.3, 1.1], [0.5, 2.0, 0.4], [-0.5, -0.1, 0.1], [-0.2, -1.5, -0.5], [-0.8, 0.1, 0.3], [0.9, -1.1, 0.2], [0.1, 0.7, 0.1], [-0.8, -0.6, -3.6], [1.2, -0.7, -0.7], [-0.3, 1.5, 4.6], [-1.4, -0.6, -0.3], [-0.3, 1.1, -4.4], [1.8, -0.9, 4.8], [0.2, -0.1, 0.3], [0.4, -0.6, -0.9], [-0.9, 0.3, 0.5], [0.5, -0.2, 2.1], [-0.1, -0.3, 0.5], [-0.1, 0.6, -2.3], [-2.4, 3.9, 1.6], [-0.2, 0.8, -0.2], [3.0, -3.8, -2.0], [0.0, 0.4, 0.3], [-0.2, 0.8, 0.5], [-0.2, -1.6, -1.1], [1.0, 0.1, -0.4], [-0.1, -2.0, -0.2], [-0.4, 1.5, 0.8]], "e_tot_ev": -31785.388, "molar_mass_g_mol": 293.31, "e_lumo_ev": 0.2, "orbital_gap_ha": 0.36225, "homo_ev": -9.665}

---

Entry 4:
{"formula": "C15H26AuN7O6S2", "method": "ωB97M-V/def2-TZVPD", "elements": ["Au", "C", "C", "N", "O", "C", "C", "N", "O", "H", "H", "H", "H", "H", "H", "H", "C", "C", "S", "O", "O", "C", "C", "N", "C", "N", "C", "C", "N", "O", "O", "C", "H", "H", "H", "H", "H", "H", "H", "H", "H", "H", "H", "H", "H", "S", "C", "N", "C", "C", "N", "H", "H", "H", "H", "H", "H"], "positions_angstrom": [[-0.27589, -1.88694, -0.67788], [-2.40619, -2.80464, -4.63179], [-1.93944, -2.49354, -3.24287], [-0.71603, -2.66830, -2.88361], [0.16272, -3.16879, -3.85376], [-2.87562, -1.98834, -2.27248], [-4.34407, -1.92603, -2.58929], [-2.42287, -1.60209, -1.10794], [-3.19152, -1.15817, -0.18491], [-1.55220, -2.77152, -5.30463], [-3.15823, -2.08917, -4.94785], [-2.83371, -3.80624, -4.67864], [1.00702, -3.25741, -3.38900], [-4.73536, -2.91615, -2.82350], [-4.55638, -1.26103, -3.42642], [-4.85207, -1.54586, -1.70372], [1.74045, 7.97554, 0.08443], [2.34848, 6.59321, 0.03900], [1.27305, 5.46471, 0.98321], [1.04230, 5.99516, 2.29507], [0.10922, 5.14029, 0.19884], [2.26306, 3.93419, 1.13878], [1.41034, 2.90028, 1.86696], [1.54031, 1.58048, 1.29934], [0.70762, 0.99226, 0.41407], [1.11940, -0.23648, 0.13324], [2.24594, -0.46284, 0.83165], [2.54240, 0.66332, 1.57121], [3.67906, 0.91326, 2.34731], [3.89774, 2.06552, 2.72036], [4.41209, -0.03833, 2.57846], [-0.48232, 1.60828, -0.20890], [2.34222, 8.67724, -0.48854], [1.68335, 8.30951, 1.11702], [0.73453, 7.94993, -0.32798], [3.32219, 6.55659, 0.51772], [2.40315, 6.20081, -0.97138], [3.17176, 4.16491, 1.68480], [2.48461, 3.61480, 0.12344], [0.36291, 3.20292, 1.79178], [1.68993, 2.85370, 2.92098], [2.77762, -1.39002, 0.77105], [-1.36518, 1.00526, 0.01106], [-0.34673, 1.59228, -1.28986], [-0.64363, 2.63881, 0.09793], [1.13615, -3.72609, 0.31694], [0.01210, -4.56404, 1.21012], [-1.25607, -4.22846, 1.46141], [-1.93822, -5.22453, 2.26702], [-0.80671, -6.21547, 2.61719], [0.29410, -5.72760, 1.81577], [-1.71929, -3.44528, 1.02409], [-2.73766, -5.70726, 1.69563], [-2.37975, -4.76367, 3.15550], [-1.05473, -7.24679, 2.35009], [-0.55635, -6.18781, 3.68263], [1.23043, -6.08437, 1.87087]], "forces_ev_per_angstrom": [[0.0, -0.1, 0.3], [0.3, 0.0, 0.0], [1.1, -0.5, -0.6], [0.1, 0.1, 0.1], [-0.2, 0.0, -0.3], [-0.8, 0.4, 0.4], [0.2, 0.1, 0.3], [0.4, -0.1, 0.2], [-0.1, -0.1, -0.1], [-0.1, 0.0, -0.1], [-0.1, 0.0, -0.1], [-0.1, 0.0, 0.0], [-0.4, 0.1, 0.1], [-0.1, 0.0, -0.1], [-0.1, 0.0, 0.0], [0.0, 0.0, -0.1], [-0.1, 0.1, 0.1], [-0.5, -0.5, 0.4], [0.6, -0.4, -0.4], [0.3, 0.2, 0.4], [0.0, -0.1, -0.4], [-0.4, 0.8, 0.0], [-0.3, 0.6, 0.4], [0.2, -0.2, -0.1], [0.1, 0.1, 0.1], [0.0, -0.1, -0.1], [0.2, 0.6, 0.4], [-0.8, -0.7, -0.8], [0.9, -0.1, 0.4], [-0.1, -0.4, 0.0], [-0.3, 0.4, -0.1], [-0.2, 0.1, 0.0], [0.0, 0.0, 0.0], [0.0, 0.1, 0.0], [-0.1, 0.1, -0.1], [0.2, 0.0, 0.0], [0.0, -0.2, -0.1], [0.1, 0.0, -0.1], [0.1, 0.0, -0.1], [0.1, -0.3, 0.1], [-0.2, 0.1, -0.2], [0.2, -0.1, 0.1], [-0.1, 0.0, 0.0], [0.0, 0.0, -0.1], [0.0, 0.0, 0.0], [0.3, 0.4, -0.4], [-0.1, 0.0, 0.1], [0.1, -0.2, 0.1], [-0.4, -0.1, 0.1], [-0.1, -0.3, 0.3], [-0.1, -0.1, 0.0], [0.1, 0.1, -0.1], [0.1, 0.1, 0.1], [0.1, -0.1, -0.1], [-0.1, 0.1, 0.1], [-0.1, 0.0, -0.1], [0.0, 0.1, -0.1]], "e_tot_ev": -64049.404, "molar_mass_g_mol": 661.52, "e_lumo_ev": -0.6, "orbital_gap_ha": 0.22883, "homo_ev": -6.856}

---

Entry 5:
{"formula": "C5H10N2O", "method": "ωB97M-V/def2-TZVPD", "elements": ["C", "C", "C", "C", "C", "H", "H", "H", "H", "H", "H", "H", "H", "H", "H", "N", "N", "O"], "positions_angstrom": [[1.20728, -0.27129, -0.26435], [-0.01387, -1.25433, 0.14352], [-1.34816, -0.32121, 0.56401], [-0.83288, 0.92735, -0.21203], [0.66103, 1.05790, 0.19424], [3.47929, -0.75328, -0.75604], [2.96633, -0.36222, 1.08402], [1.22491, -0.29416, -1.33332], [-0.26792, -1.77647, -0.92335], [0.42695, -1.99972, 0.82562], [-1.48802, 0.22320, 1.60998], [-2.05998, -1.37902, -1.02209], [-0.79679, 0.45304, -1.23020], [-0.00345, 2.83154, 0.62242], [0.71813, 0.99510, 1.34104], [2.51063, -0.93553, 0.03385], [-0.02038, 2.15900, -0.26559], [-2.45895, -0.91661, -0.14353]], "forces_ev_per_angstrom": [[0.3, -1.1, -2.0], [0.2, 0.1, -1.1], [1.6, 1.2, -0.6], [1.8, -1.3, -1.8], [-0.1, -3.4, 3.7], [-4.3, -0.1, 3.0], [-1.7, -2.4, -4.1], [-0.2, 0.2, -0.9], [0.3, 0.8, 2.8], [-0.8, 0.1, -0.1], [-0.4, -2.8, -1.4], [-1.3, 1.8, 3.3], [-0.2, 1.5, 0.3], [-0.8, -1.5, -2.7], [0.0, 0.3, -1.2], [4.8, 3.3, 2.5], [-0.6, 4.1, 1.5], [1.4, -0.7, -1.1]], "e_tot_ev": -10366.779, "molar_mass_g_mol": 114.15, "e_lumo_ev": 0.7, "orbital_gap_ha": 0.34419, "homo_ev": -8.636}

---

Entry 6:
{"formula": "H2N2S", "method": "ωB97M-V/def2-TZVPD", "elements": ["N", "N", "S", "H", "H"], "positions_angstrom": [[0.08311, 0.49763, -0.39252], [-0.24870, -0.76863, 0.17466], [0.54817, 0.34018, 1.20977], [-0.93763, 1.23080, -0.87949], [0.55506, -1.29997, -0.11242]], "forces_ev_per_angstrom": [[-2.5, 3.0, -4.1], [-0.7, -0.4, -0.2], [-0.2, 1.3, 2.0], [3.3, -2.9, 2.9], [0.0, -1.0, -0.6]], "e_tot_ev": -13843.554, "molar_mass_g_mol": 62.10, "e_lumo_ev": 0.1, "orbital_gap_ha": 0.32293, "homo_ev": -8.711}